Density functional theory data (ωB97M-V with the def2-TZVPD basis set) for a 9-piece molecular cluster, C40H78BFIO27 overall.

```
148
Properties=species:S:1:pos:R:3
H -0.0264 -1.0063 -3.0227
H -5.5730 0.1084 -4.9227
H 9.5756 -1.0981 -10.1608
H -0.3619 -3.2135 -4.9306
H 4.6816 5.4463 6.8566
H -8.5785 -1.6406 5.0944
O 2.0232 3.9283 4.0223
H -10.3326 -7.3757 6.5198
O 8.1166 -2.0110 -6.6089
H 2.2443 10.7702 -0.8367
C 3.1793 0.1003 -5.8185
H 0.8933 11.4689 1.1239
C 4.1510 -0.8692 -1.1811
H 3.8822 -0.1761 -6.6114
H -4.9283 1.5741 4.3340
O -5.8813 0.4673 -7.4385
O -2.9853 -1.2473 9.2184
O 1.6476 -0.8114 1.2610
H 9.0515 -1.6262 -3.0602
B 1.4138 -1.8664 -5.2465
O 4.1835 4.2187 3.4156
C 8.5933 -1.6282 -4.0451
O -1.7873 -3.1430 9.4750
C 2.1241 10.1034 0.0152
H -1.1363 -0.2605 -5.3846
C 9.6985 -0.9495 -9.0875
H 5.1976 -1.4200 -5.4785
O 3.3818 9.4187 0.1204
H -6.6607 1.6189 3.9653
H -2.5297 -2.8760 11.3963
O -3.2648 -2.3361 3.6053
C 9.2600 -1.9693 -6.2377
O 9.6706 -1.7939 -4.9857
H 2.1706 4.0854 1.9558
C 2.5422 -3.4261 -7.0779
H 0.3825 -3.2191 0.7294
H 5.3854 4.1256 5.8901
O 3.4442 -0.6762 0.0676
C -3.2119 -3.5492 4.3638
O 2.3760 7.7956 1.3330
C -1.1820 -1.2175 -4.8591
H 1.0600 0.2595 -5.7861
C 1.8005 -0.4979 -6.0674
H 4.2681 -1.9326 -1.3756
H 7.8795 -2.4426 -4.1220
H 10.4907 -0.2177 -8.9226
H -2.4158 -4.5443 10.7822
H -4.2827 1.0578 -4.1399
H 3.9789 5.8236 1.2744
C -8.7140 -4.6451 6.2043
H 1.6522 1.3758 3.3007
C 10.0455 -2.2617 -8.4188
C 1.8024 10.8849 1.2702
O -1.1498 -1.7213 7.9823
C 4.9402 -0.8760 -4.5536
O 1.9553 -3.0619 -8.0236
C -0.1771 -2.2400 -5.4082
H 3.3598 -3.1152 -5.1891
H 0.6252 3.5675 2.6209
H -5.9923 0.2993 4.9363
H 1.9164 -4.0943 -5.2314
H -0.9743 -2.8647 1.8107
C -8.1114 -2.4786 5.6043
O -3.7774 0.6569 -8.2494
O -7.5780 -4.9306 6.4847
I 4.3128 -4.8080 -7.5063
C 4.7036 6.5621 1.6020
H -7.2736 -2.8405 5.0209
H -8.4795 -6.1728 8.6387
H -5.7796 1.9369 -9.6470
H -0.7260 -0.5871 6.3717
H 5.1759 5.7380 5.1702
H 3.6235 -0.3935 -2.0019
H -4.1755 2.4709 -10.1630
O -4.0935 0.9217 -6.1367
C -2.0630 -1.9616 8.9192
H -5.1542 1.4458 -11.2280
C -9.3470 -6.7563 8.3340
H -2.1984 -1.5968 -5.0338
H -3.3866 0.0894 -10.1338
C -4.7001 0.6644 -7.2884
H -3.7107 -3.4658 10.2027
C -4.2648 0.4046 -9.5738
H 8.7696 -0.5468 -8.6870
C -4.9489 0.9966 -4.9956
H 4.5665 6.7631 2.6618
O 1.5704 -1.4995 -0.8917
C -1.2913 -0.4656 7.2937
H 1.6381 -1.6720 -4.0576
H 1.7549 1.6300 1.5530
H 2.6199 11.5645 1.5141
C 0.2661 -1.1681 1.3985
O 3.7618 -0.2950 -4.5422
H -3.9933 -4.2428 4.0628
H -5.3924 0.8375 1.9801
H -2.2374 -3.9866 4.1682
H 5.1223 -0.4099 -1.0419
H -1.3344 0.8327 9.0145
C 3.2889 4.2607 4.2223
H 0.2864 0.4929 8.3954
H 1.6502 10.2143 2.1147
C 3.3518 8.2805 0.8188
O 5.6760 -0.8639 -3.5981
C 2.0953 1.9941 2.5189
O -9.1378 -3.4756 5.7411
H -10.2340 -6.3181 8.7932
H -8.5888 -7.1598 6.3483
O 4.5809 7.7776 0.8479
O -9.7705 -5.4585 6.3087
C -5.5558 0.1739 2.8266
O -4.3526 -0.6086 2.9110
H -0.7803 1.6049 7.5222
C 1.7032 3.4417 2.6998
H -2.3378 -0.3137 7.0301
C -5.7992 0.9632 4.0942
H 0.6747 -2.9960 2.4557
H 5.7089 6.1944 1.4241
H -0.0774 -0.6143 2.2725
O 10.3381 -2.0901 -7.0230
H 1.6990 -0.6222 -7.1520
H 9.2432 -2.9895 -8.5358
H 3.1765 1.8711 2.5645
H 8.0823 -0.6863 -4.2166
C 0.0769 -2.6537 1.6086
H -3.3061 -3.3280 5.4261
H -6.3965 -0.4782 2.5917
C -0.7476 0.6866 8.1085
C -1.0551 -0.9549 -3.3723
H -5.5759 1.8860 -5.0507
O -5.4527 -2.1712 4.1212
O 3.4203 4.6653 5.4912
C -9.4847 -6.7660 6.8271
H -4.9711 -0.4248 -9.5506
C 2.1717 -1.0447 0.0435
H 3.1492 1.1898 -5.7678
F -1.5281 0.3488 -3.0655
H 10.9562 -2.6836 -8.8414
H -1.6801 -1.6300 -2.7828
H -0.2928 -0.8158 0.5317
C -4.4549 -1.7446 3.5934
H -7.7688 -2.1617 6.5889
C -4.8828 1.6412 -10.1899
C 2.3630 -3.1748 -5.6314
C 4.7544 5.0129 5.8634
C -2.6750 -3.5204 10.5305
H 1.3382 9.3865 -0.2200
H -9.2273 -7.7745 8.7051
H -0.4188 -2.3772 -6.4719
```

Output
Kohn-Sham gap (eV): 7.26
Net charge: -1
Calculated total energy (Ha): -4025.006855
HOMO (eV): -5.63


Density functional theory data (ωB97M-V with the def2-TZVPD basis set) for a 12-piece molecular cluster, C40H80O24S4 overall in a non-equilibrium geometry.

```
148
Properties=species:S:1:pos:R:3
H 5.9659 2.2843 2.2836
C 2.8662 -2.9478 2.8614
H -1.4818 0.3606 4.1885
O -3.6543 -2.6316 -0.6326
O -4.8708 2.4763 1.8747
H -4.2936 5.3199 2.9987
H 0.9273 0.7584 -2.9936
H 2.9508 -2.2185 -2.9071
C 3.2037 1.9622 0.6051
O -1.5911 -0.7372 -0.4249
H 1.3649 8.0116 1.3325
H 2.3204 1.3283 0.6275
H 5.2692 3.7591 1.4812
O 0.6721 -5.9624 -1.9864
H -1.0242 -5.2706 -4.3577
H -0.2510 -1.2219 -5.9866
H -7.3939 -2.5871 -2.9394
H 3.9983 1.1551 2.4298
H -0.9483 6.9303 -3.1674
O 5.5208 2.1403 0.2534
H 3.2086 6.2545 0.2572
O 0.3010 0.1961 0.5624
H -7.6711 -3.2102 -0.5002
O -0.4285 -0.2442 5.9178
H -2.4051 3.4841 1.4732
C -4.8555 3.2441 3.1251
C 4.0195 -2.3620 -3.0518
O -3.3644 -4.2001 4.3995
H 0.7857 -1.6517 4.9345
H 5.0065 -3.6021 5.1623
C 4.3593 1.4876 -0.2486
O 0.6420 3.8752 1.2462
H -1.2700 3.0983 -3.0168
H 0.9185 -4.2173 -1.0508
H 3.3525 7.1045 1.7917
H 4.5784 -1.9315 -2.2210
H 3.2523 -2.5486 1.9192
H 2.8613 2.9751 0.3620
H -4.7049 2.5752 3.9644
C 0.0710 -4.8596 -1.3199
O -2.6760 4.5401 -3.2294
O 2.6267 5.2407 2.0248
H -0.0620 -3.8418 -4.3075
C -0.9408 0.7639 5.0547
H -1.6190 1.3864 5.6353
C -1.9914 0.2441 0.5177
H -0.9863 -3.1694 -2.2679
H -1.0716 5.5832 -1.2687
C -3.8151 4.3433 2.8606
H 5.4496 -1.3365 -4.2432
C 0.7133 0.2387 -3.9228
C 2.7436 6.3921 1.2342
C -0.5387 -0.1722 -5.8664
C 2.6853 -4.4966 2.8868
C 3.4258 -4.8987 4.1484
C -4.3862 3.2809 0.8227
H 1.8191 -4.9436 -3.3330
H -0.8935 1.4439 1.7125
H -6.9402 -0.8926 -2.4125
H -8.0892 -1.5975 -0.2356
H 1.1189 -0.7801 -3.9037
H -1.7283 4.7914 -5.0331
H -3.0039 4.4974 3.5794
C -0.3103 -4.7380 -3.7316
O -4.7005 -0.3861 -1.0289
S -2.5072 -2.8350 4.4820
H 0.2504 1.7504 -6.5066
C -1.6824 3.9002 -2.3952
C 0.9199 -5.5679 -3.3401
O -0.1490 -2.2307 1.0222
H -1.8637 -4.6094 -2.2083
H 1.1963 -0.0491 3.3448
H 1.9145 -2.4760 3.1160
C 4.6802 -3.0994 -5.2883
H -1.2138 -0.6831 -3.7866
H 0.7663 2.0895 5.3770
H -2.3712 -3.8183 1.2386
H 4.5620 0.4380 0.0191
C -6.9730 -1.9548 -2.1645
H 1.1265 -6.4792 -3.8937
C 1.3121 6.9576 1.0669
C 0.5946 0.7491 -6.2261
O -6.0608 -2.2235 0.0429
C -0.6918 4.9947 -2.1073
H 2.7333 -4.7869 4.9861
O 0.6385 -1.5298 -1.2607
H 0.9376 6.8712 0.0476
C 5.2219 2.6760 1.5925
C -2.2733 -4.0585 2.2934
C -0.7619 1.1231 0.6732
H -3.1279 5.0528 0.9197
H -5.8646 3.6550 3.0591
C 4.4247 -3.8440 -3.1851
S 1.0872 4.7578 2.2809
O -3.3415 -1.7422 4.8689
C 0.8470 -0.6873 5.4461
H 1.2257 0.4514 -7.0641
H -4.3900 -4.2310 2.5991
H 3.2079 -4.8977 2.0038
C 1.2835 0.3046 4.3758
H 4.0514 -3.0244 -6.1758
H -3.6017 -5.7226 3.0352
O 4.0945 -4.1689 -4.5294
H -2.9003 0.7648 0.2373
H -1.3368 -4.5872 2.4854
C 3.8396 2.1165 1.9340
C -3.4781 -4.6406 3.0417
O -2.3058 -2.7703 2.8987
H 3.3262 2.8109 2.6006
S -4.8171 -1.8214 -0.8981
H -0.6505 2.0349 0.0921
H -5.1568 3.9167 0.3591
H 5.4904 -4.0113 -3.0079
H 5.3560 -4.0991 3.4904
C 4.5618 -3.8680 4.2075
C 4.4906 -1.8255 -4.4182
O -5.5849 -2.3640 -2.2508
H 3.7659 -1.1344 -4.8429
O 1.3630 0.9295 -5.0108
C -0.8487 -4.2430 -2.3934
H 3.8031 -5.9225 4.2249
H 0.1799 2.0181 3.6491
C -3.2884 4.1273 1.4706
O 3.7678 -2.7012 3.9087
H -4.0698 2.6822 -0.0351
C 0.3350 1.4808 4.5822
H 5.7118 -3.3514 -5.5397
C -0.7248 0.0848 -4.3901
O 0.8239 4.4179 3.6491
H -2.5626 6.2336 -4.3855
H 3.8409 -4.4301 -2.4743
C -0.7122 5.8824 -3.3645
H -0.4682 -5.0854 -0.4017
H 1.4640 -0.7205 6.3418
H -1.4350 -0.0230 -6.4677
H 2.3474 0.5029 4.5273
C -1.9449 5.3734 -4.1326
H 0.2262 5.9264 -3.9160
H 4.0505 1.5337 -1.2952
O 0.6044 6.3080 2.0917
H 1.7044 -4.8775 2.5994
H -1.3160 0.9962 -4.2498
H -2.1660 -0.2905 1.4561
H -2.2123 3.5216 -1.5244
C -7.2948 -2.1971 -0.6770
O -1.2512 -3.0950 5.1076
S -0.1225 -1.2870 -0.0646
H 0.3555 4.7627 -1.9143
```

Output
Kohn-Sham gap (eV): 9.06
Calculated total energy (Ha): -4970.290692
Energy relative to the best compared isomer or geometry (same formula, charge and spin) (kJ/mol): 0.0
SMILES string: O=S1(=O)OCCO1.O=S1(=O)OCCO1.O=S1(=O)OCCO1.O=S1(=O)OCCO1.C1CCOC1.C1CCOC1.C1CCOC1.C1CCOC1.C1CCOC1.C1CCOC1.C1CCOC1.C1CCOC1
HOMO (eV): -8.87


The lowest HOMO belongs to which entry?
C40H80O24S4


The lowest HOMO belongs to which entry?
C40H80O24S4